The following is a DFT calculation (wB97M-V/def2-TZVPD) of a structure of composition C12H14Cl5IrNO4S.

Atoms and positions in Å:
H -2.017 2.261 -1.055
H -0.417 1.822 -2.698
H 0.259 3.355 -0.832
O 0.513 1.288 -0.913
C 3.756 -0.994 2.220
S -1.523 -3.798 -0.348
H -3.733 0.912 0.076
N -1.411 -2.328 0.046
Cl 3.275 -0.465 -0.373
C 0.534 -0.117 -2.825
Ir -0.392 -0.677 0.242
H -1.863 3.250 0.410
H -2.136 0.253 -2.868
O -1.760 1.201 0.709
Cl 5.393 -0.915 1.833
O -0.494 -0.889 -2.215
C 2.003 -1.319 3.836
C 2.758 -0.768 1.203
C -1.496 2.354 -0.096
H 0.445 -0.148 -3.912
H -3.525 1.903 1.541
C 0.000 2.456 -0.272
C 3.368 -1.283 3.527
H -3.265 0.149 1.620
Cl 4.528 -1.583 4.730
H 1.357 1.863 -2.717
H 0.477 2.499 0.709
Cl 1.489 -1.663 5.399
Cl -0.621 -1.058 3.163
C -3.158 1.033 0.996
H -2.468 -1.397 -2.287
C 1.052 -1.059 2.801
C -1.773 -0.778 -2.849
O -0.796 -4.155 -1.539
H 1.474 -0.579 -2.529
C 1.391 -0.799 1.485
H -1.707 -1.149 -3.872
C 0.486 1.319 -2.345

Properties
spin multiplicity = 6
orbital gap (spin up / spin down) = 8.349 / 5.389 eV
highest occupied orbital energy (spin up / spin down) = -15.12 / -15.84 eV
charge = +2
F_max = 0.70 eV/Å

Löwdin population analysis, charges in e, atoms 1 to 4: number 1, H, carries 0.136; number 2, H, carries 0.132; number 3, H, carries 0.152; number 4, O, carries -0.279

=====

The following is a DFT calculation (wB97M-V/def2-TZVPD) of a structure of composition C12H14F6I2IrNO4S2.

Atoms and positions in Å:
C -1.572 1.874 -3.199
H -2.480 -1.347 3.456
O -0.897 -0.148 -1.250
C -1.792 -0.214 1.809
O 1.763 -0.877 -1.564
C -4.417 1.733 -0.040
I 1.133 -2.275 1.122
I 3.016 0.441 0.900
H 0.672 3.402 0.609
F -2.082 2.659 -2.286
F 3.053 -0.238 -5.051
S 1.572 -0.987 -3.065
H -2.274 3.369 0.251
Ir 0.604 0.085 0.097
F 3.182 1.029 -3.294
H 3.600 -2.028 0.057
C 3.167 -1.680 0.989
S -0.271 0.791 -2.317
C -2.085 2.373 0.630
H -3.794 -0.539 1.199
C -0.912 2.103 1.276
H -5.211 1.541 0.690
N 0.402 0.073 -3.458
C -1.716 -1.440 2.682
H -0.387 4.083 1.824
H -1.945 -2.357 2.133
F -2.454 1.050 -3.687
C 3.119 -0.208 -3.753
O 0.583 1.631 -1.379
F -0.926 2.530 -4.108
C -3.108 1.412 0.563
H 0.073 0.660 2.561
H -0.764 -1.534 3.199
H -4.616 1.034 -0.863
C 0.118 3.165 1.523
C -0.642 0.728 1.740
O 1.353 -2.276 -3.583
H -4.489 2.756 -0.396
F 4.122 -0.924 -3.290
H 0.815 2.883 2.311
C -2.934 0.122 1.166
H 3.711 -1.978 1.881

Properties
spin multiplicity = 2
orbital gap (spin up / spin down) = 6.865 / 5.192 eV
highest occupied orbital energy (spin up / spin down) = -19.60 / -19.45 eV
charge = +3
F_max = 0.97 eV/Å

Löwdin population analysis, charges in e, atoms 1 to 4: number 1, C, carries -0.680; number 2, H, carries 0.125; number 3, O, carries -0.419; number 4, C, carries -0.245

=====

The following is a DFT calculation (wB97M-V/def2-TZVPD) of a structure of composition C12H14FIN2Pd in a non-equilibrium geometry.

Atoms and positions in Å:
H -2.958 1.245 -0.175
H -3.434 0.095 1.174
C 0.077 0.702 -1.278
C 2.546 0.164 -1.387
H 2.593 0.615 -2.383
H 4.661 -0.217 -1.181
H -3.114 2.616 -2.199
H 0.786 -1.535 3.490
H -1.110 2.722 -3.770
H 0.965 1.454 -3.082
H -0.864 -2.273 3.158
C -1.085 2.140 -2.846
H 2.051 -1.346 2.093
C 3.530 -0.839 0.576
F -0.288 1.160 1.954
C -2.111 1.316 -0.838
Pd -0.933 -0.688 1.331
H -3.010 -1.594 1.530
C -2.844 -0.764 0.786
C -0.236 -1.351 3.143
C 3.678 -0.299 -0.708
N 1.169 -0.518 0.459
H -3.291 -1.077 -0.172
C 0.060 1.438 -2.476
N -1.042 0.592 -0.534
I -0.799 -3.217 0.004
C 1.294 0.086 -0.739
H 4.376 -1.195 1.162
H -0.723 -0.597 3.785
C -2.187 2.091 -1.991
C 2.244 -0.923 1.116

Properties
spin multiplicity = 3
orbital gap (spin up / spin down) = 6.103 / 6.262 eV
highest occupied orbital energy (spin up / spin down) = -7.09 / -8.16 eV
F_max = 4.77 eV/Å

Löwdin population analysis, charges in e, atoms 1 to 4: number 1, H, carries 0.085; number 2, H, carries 0.016; number 3, C, carries -0.185; number 4, C, carries 0.012

=====

The following is a DFT calculation (wB97M-V/def2-TZVPD) of a cluster of 2 separate species, C12H14FN3O3 in total in a non-equilibrium geometry.

Atoms and positions in Å:
O -2.033 2.317 -1.000
C 1.281 -1.149 0.498
O -2.069 -2.329 -1.015
C 0.723 2.491 0.077
C 4.568 0.005 2.105
H -4.600 -2.021 -1.182
C -1.969 0.031 -1.635
H -1.358 -0.004 -2.638
C 1.281 1.154 0.499
H 1.409 -3.227 0.561
N 0.642 0.002 0.386
C 3.232 -0.005 1.414
N -4.035 -1.166 -0.977
F -1.063 -0.006 -0.504
H -0.313 2.622 0.397
H 4.522 0.525 3.078
H 4.920 -1.020 2.288
H 5.326 0.525 1.497
C -2.625 -1.261 -1.186
H 0.788 -2.608 -1.021
H 2.938 2.211 1.157
H -0.320 -2.618 0.406
H 0.800 2.612 -1.014
H -4.566 2.027 -1.170
H 2.926 -2.238 1.155
C 2.557 -1.205 1.051
O -6.013 0.020 -1.550
H 1.403 3.223 0.560
C 2.554 1.190 1.051
C 0.719 -2.492 0.076
N -4.086 1.158 -0.977
C -4.844 -0.041 -1.224
C -2.694 1.277 -1.164

Properties
orbital gap = 7.926 eV
highest occupied orbital energy = -8.03 eV
SMILES string = O=C1NC(=O)C(F)C(=O)N1.Cc1cc(C)nc(C)c1
F_max = 3.64 eV/Å

Löwdin population analysis, charges in e, atoms 1 to 4: number 1, O, carries 0.072; number 2, C, carries -0.303; number 3, O, carries 0.101; number 4, C, carries -0.030